one) ORCA calculation (ωB97M-V with the def2-TZVPD basis set) on a 2-piece molecular cluster, C2H8OS overall.

```
! wB97M-V def2-TZVPD RIJCOSX def2/J DEFGRID3
* xyz 0 1
S -0.290 -1.075 -1.790
O 1.269 1.394 2.728
C 0.931 0.835 1.490
C -1.640 -0.261 -0.866
H 1.857 0.987 0.921
H 1.297 0.866 3.532
H 0.723 -0.275 1.523
H 0.531 -0.074 -1.862
H -2.356 -0.857 -0.398
H -1.287 0.380 -0.088
H -2.181 0.308 -1.551
H 0.153 1.264 0.993
*
```

Its structure (SMILES) is CO.CS. For the HOMO-LUMO gap, the calculation gives 10.046 eV. The calculation puts the HOMO energy at -9.201 eV.


two) ORCA calculation (ωB97M-V with the def2-TZVPD basis set) on a 2-piece molecular cluster, C2H8OS overall.

```
! wB97M-V def2-TZVPD RIJCOSX def2/J DEFGRID3
* xyz 0 1
S -2.107 5.785 -2.630
O 0.279 -5.846 3.088
C -0.597 5.392 -1.845
C 1.117 -5.589 1.934
H 0.105 -5.045 3.570
H 0.601 -4.771 1.221
H 0.108 5.424 -2.548
H -0.420 6.024 -0.964
H -1.844 6.084 -3.965
H 1.199 -6.465 1.379
H -0.509 4.387 -1.568
H 2.066 -5.380 2.331
*
```

Its structure (SMILES) is CO.CS. For the HOMO-LUMO gap, the calculation gives 10.066 eV. The calculation puts the HOMO energy at -9.019 eV.


Relative energies, eV: one) 0.000; two) 0.286.


one) ORCA calculation (ωB97M-V with the def2-TZVPD basis set) on a 2-piece molecular cluster, C3HBr2O2 overall.

```
! wB97M-V def2-TZVPD RIJCOSX def2/J DEFGRID3
* xyz -1 1
Br -1.974 1.325 -0.008
Br 2.273 -1.240 0.076
O 0.727 1.926 -0.303
O 0.240 1.378 1.809
C -0.553 -1.778 -0.741
C 0.253 1.671 0.703
C 0.577 -1.653 -0.349
H -1.544 -1.628 -1.188
*
```

For the HOMO-LUMO gap, the calculation gives 7.125 eV. The calculation puts the HOMO energy at -4.223 eV.


two) ORCA calculation (ωB97M-V with the def2-TZVPD basis set) on a 3-piece molecular cluster, C3HBr2O2 overall.

```
! wB97M-V def2-TZVPD RIJCOSX def2/J DEFGRID3
* xyz -1 1
Br -3.478 0.434 -1.454
Br -0.375 0.174 2.347
O 2.572 -0.108 0.467
O 1.108 -1.834 0.081
C -0.392 0.571 0.516
C 1.727 -0.891 0.308
C -0.774 0.803 -0.630
H -0.389 0.849 -1.633
*
```

For the HOMO-LUMO gap, the calculation gives 6.377 eV. The calculation puts the HOMO energy at -3.622 eV.


Relative energies, eV: one) 0.000; two) 0.263.


one) ORCA calculation (ωB97M-V with the def2-TZVPD basis set) on a 2-piece molecular cluster, C3HO3S overall.

```
! wB97M-V def2-TZVPD RIJCOSX def2/J DEFGRID3
* xyz -1 1
S 3.641 0.003 0.686
O 2.371 -1.001 -1.454
O -0.420 -2.413 1.136
O -0.369 -1.473 -1.041
C 2.432 -0.497 -0.364
C 0.167 -0.370 -0.163
C -0.317 -1.524 0.327
H -0.015 0.720 -0.251
*
```

For the HOMO-LUMO gap, the calculation gives 7.240 eV. The calculation puts the HOMO energy at -3.673 eV.


two) ORCA calculation (ωB97M-V with the def2-TZVPD basis set) on a 2-piece molecular cluster, C3HO3S overall.

```
! wB97M-V def2-TZVPD RIJCOSX def2/J DEFGRID3
* xyz -1 1
S 1.399 0.857 1.200
O -1.776 0.866 1.008
O -1.405 -0.722 2.593
O 1.603 0.646 -1.683
C 2.222 1.441 -1.149
C 0.159 0.011 0.680
C -1.191 -0.068 1.591
H 0.051 -0.254 -0.472
*
```

For the HOMO-LUMO gap, the calculation gives 7.586 eV. The calculation puts the HOMO energy at -3.877 eV.


Relative energies, eV: one) 1.574; two) 0.000.


one) ORCA calculation (ωB97M-V with the def2-TZVPD basis set) on one molecule with the formula C3H5NO2S2.

```
! wB97M-V def2-TZVPD RIJCOSX def2/J DEFGRID3
* xyz 0 1
S -4.152 -0.072 -0.081
S 3.455 -0.635 -0.239
O 2.204 1.549 0.050
O -0.237 0.480 0.322
N -1.385 -0.444 0.310
C -2.460 0.141 -0.435
C 2.131 0.335 0.060
C 0.832 -0.420 0.256
H -1.595 -0.787 1.193
H 4.425 0.277 0.085
H 0.659 -1.271 -0.434
H -2.136 0.654 -1.389
H 0.736 -1.016 1.230
*
```

Its structure (SMILES) is O=C(S)CONC=S. For the HOMO-LUMO gap, the calculation gives 8.600 eV. The calculation puts the HOMO energy at -9.019 eV.


two) ORCA calculation (ωB97M-V with the def2-TZVPD basis set) on one molecule with the formula C3H5NO2S2.

```
! wB97M-V def2-TZVPD RIJCOSX def2/J DEFGRID3
* xyz 0 1
S -1.020 -0.521 2.053
S -2.438 1.847 0.832
O 1.783 -1.881 -0.983
O -0.242 -1.164 -1.661
N -0.101 1.019 0.075
C -1.067 0.716 0.964
C 1.053 0.168 -0.100
C 0.760 -1.024 -1.002
H 1.411 -0.186 0.877
H 1.843 0.764 -0.563
H -3.186 1.236 1.770
H 1.539 -2.615 -1.594
H -0.335 1.642 -0.669
*
```

Its structure (SMILES) is O=C(O)CNC(=S)S. For the HOMO-LUMO gap, the calculation gives 9.189 eV. The calculation puts the HOMO energy at -8.658 eV.


Relative energies, eV: one) 3.979; two) 0.000.